The following is a DFT calculation (ωB97M-V/def2-TZVPD) of 5 unconnected molecules or ions with the total composition C3H16O4.

XYZ file:
```
23
C3H16O4 | the Open Molecules 2025 dataset | ωB97M-V/def2-TZVPD
C -0.182 0.327 2.809
C 0.085 -0.791 1.847
C 1.415 -1.622 2.006
H -0.072 0.099 3.874
H -1.135 0.795 2.649
H 0.465 1.159 2.597
H 0.019 -0.694 0.768
H -0.670 -1.566 2.103
H 2.003 -1.613 2.895
H 1.282 -2.649 1.793
H 2.070 -1.345 1.174
O 0.937 -0.643 -3.317
H 1.012 -0.217 -2.449
H -0.013 -0.829 -3.313
O 0.781 1.541 -0.729
H 0.245 2.030 -0.072
H 1.599 1.985 -0.470
O -0.667 1.090 -3.052
H -0.726 1.532 -2.150
H 0.146 1.576 -3.365
O -3.101 0.207 -1.991
H -3.350 -0.591 -1.519
H -2.142 0.218 -2.088
```

SMILES: CCC.O.O.O.O
Net charge: 0
Electronic energy, eV: -11559.320
HOMO, eV: -10.32

***

The following is a DFT calculation (ωB97M-V/def2-TZVPD) of 5 unconnected molecules or ions with the total composition C3H16O4.

XYZ file:
```
23
C3H16O4 | the Open Molecules 2025 dataset | ωB97M-V/def2-TZVPD
C 2.820 1.083 1.870
C 1.451 1.082 1.152
C 0.447 0.281 1.916
H 2.982 2.030 2.422
H 3.520 1.130 1.027
H 3.031 0.181 2.469
H 1.518 0.646 0.146
H 1.144 2.134 1.094
H 0.245 -0.765 1.584
H 0.626 0.034 2.975
H -0.553 0.725 1.940
O 4.981 -3.591 1.459
H 5.478 -2.862 1.080
H 4.068 -3.433 1.212
O -0.343 -4.852 -3.676
H 0.596 -5.024 -3.513
H -0.685 -4.005 -3.928
O -4.096 2.628 -2.535
H -4.986 2.317 -2.655
H -4.190 3.290 -1.837
O -4.596 3.578 0.316
H -3.793 3.608 0.850
H -5.269 3.189 0.874
```

SMILES: CCC.O.O.O.O
Net charge: 0
Electronic energy, eV: -11559.678
HOMO, eV: -11.05

***

The following is a DFT calculation (ωB97M-V/def2-TZVPD) of 5 unconnected molecules or ions with the total composition C3H16O4S.

XYZ file:
```
24
C3H16O4S | the Open Molecules 2025 dataset | ωB97M-V/def2-TZVPD
C -0.191 -0.746 2.609
C 0.954 -0.307 1.717
C 1.316 -1.428 0.734
S 2.319 -0.878 -0.740
H -0.169 -0.164 3.537
H -1.159 -0.626 2.115
H -0.164 -1.794 2.920
H 1.867 -0.177 2.314
H 0.817 0.628 1.169
H 2.042 -2.075 1.212
H 0.458 -2.018 0.420
H 3.198 -0.411 0.154
O -1.283 -0.842 -1.508
H -1.824 -0.699 -0.724
H -0.639 -1.519 -1.332
O -0.131 1.394 -2.371
H 0.621 1.032 -2.827
H -0.553 0.594 -1.981
O -1.469 2.814 0.137
H -1.978 3.419 -0.430
H -1.109 2.224 -0.537
O -2.718 0.317 0.547
H -3.519 0.256 1.085
H -2.723 1.171 0.073
```

SMILES: CCCS.O.O.O.O
Net charge: 0
Electronic energy, eV: -22395.836
HOMO, eV: -9.07

***

The following is a DFT calculation (ωB97M-V/def2-TZVPD) of 4 unconnected molecules or ions with the total composition C3H17N2O3.

XYZ file:
```
25
C3H17N2O3 | the Open Molecules 2025 dataset | ωB97M-V/def2-TZVPD
C 1.000 -0.449 0.990
C 1.952 0.753 1.028
C 3.130 0.715 0.035
N 2.706 0.442 -1.366
N 0.222 -0.537 -0.294
H 1.585 -1.367 1.016
H 0.307 -0.499 1.825
H 1.351 1.656 0.871
H 2.363 0.838 2.035
H 3.753 -0.138 0.324
H 3.736 1.615 0.077
H 3.101 1.092 -2.031
H 3.091 -0.449 -1.651
H -0.096 -1.510 -0.353
H 0.872 -0.289 -1.059
H -0.629 0.089 -0.334
H -0.562 -4.078 -0.772
H -1.810 -3.376 -0.497
O -0.863 -3.223 -0.444
H -5.086 2.012 0.566
H -5.757 0.621 0.720
O -4.931 1.076 0.502
H -1.408 1.802 -1.048
H -1.467 1.946 0.514
O -1.741 1.420 -0.237
```

Net charge: +1
Electronic energy, eV: -12504.021
HOMO, eV: -13.61

***

The following is a DFT calculation (ωB97M-V/def2-TZVPD) of 4 unconnected molecules or ions with the total composition C3H18N2O3.

XYZ file:
```
26
C3H18N2O3 | the Open Molecules 2025 dataset | ωB97M-V/def2-TZVPD
C 0.012 2.220 -0.013
C -0.911 0.943 -0.122
C -0.773 0.285 1.320
N -1.629 -0.919 1.551
N 1.483 1.784 -0.387
H 0.046 2.677 0.915
H -0.425 3.039 -0.792
H -0.633 0.236 -1.000
H -1.904 1.216 -0.448
H 0.239 0.039 1.847
H -1.271 0.846 2.108
H -1.536 -1.635 0.733
H -1.190 -1.544 2.397
H -2.619 -0.542 1.747
H 1.754 1.833 -1.380
H 1.584 0.763 -0.158
H 2.246 2.268 0.070
H 0.721 -0.287 -3.295
H 1.217 -1.145 -2.059
O 0.513 -0.509 -2.368
H 2.764 -1.378 0.223
H 1.744 -2.075 1.227
O 1.908 -1.237 0.761
H -1.681 -1.870 -1.177
H -0.828 -2.998 -0.930
O -0.831 -2.010 -0.770
```

Net charge: +2
Electronic energy, eV: -12508.455
HOMO, eV: -18.50

***

The following is a DFT calculation (ωB97M-V/def2-TZVPD) of 5 unconnected molecules or ions with the total composition C3H18N2O5.

XYZ file:
```
28
C3H18N2O5 | the Open Molecules 2025 dataset | ωB97M-V/def2-TZVPD
N 1.578 0.934 -0.967
C 1.845 -0.506 -0.638
C 0.536 -1.229 -0.466
N 0.639 -2.403 0.433
C -0.197 -1.624 -1.785
O -1.486 -1.113 -1.927
H 1.220 1.373 -0.131
H 2.461 1.400 -1.147
H 2.446 -0.926 -1.491
H 2.426 -0.533 0.335
H -0.148 -0.602 0.199
H 1.561 -2.554 0.843
H 0.320 -3.290 0.073
H -0.313 -2.727 -1.876
H 0.507 -1.230 -2.536
H -1.374 -0.123 -1.857
O -1.317 1.516 -1.685
H -1.407 1.372 -0.724
H -0.351 1.573 -1.818
O 1.224 2.612 1.694
H 0.400 3.098 1.551
H 0.934 2.007 2.398
O -0.440 -0.101 2.990
H 0.027 -0.753 2.453
H -1.001 -0.473 3.672
O -2.003 1.021 1.222
H -2.647 0.371 0.930
H -1.564 0.838 2.084
```

SMILES: NC[C@H](N)CO.O.O.O.O
Net charge: 0
Electronic energy, eV: -16620.402
HOMO, eV: -9.10

***

The calculation returns the following ΔE to the lowest compared entry with this formula, charge and spin values, one per record and in order: 37.4 29.2 18.3 19.4 56.0 2.7 kcal per mole.